No. 1
{"formula": "C5H11NS", "method": "ωB97M-V/def2-TZVPD", "homo_lumo_gap_ev": 9.4, "smiles": "C=CNCSCC", "homo_energy_ev": -8.42, "e_above_lowest_ev": 1.745, "fmax_ev_per_a": 3.02, "total_charge": 0, "e_tot_ev": -17686.71851, "species": ["C", "C", "S", "H", "H", "H", "H", "H", "C", "C", "C", "N", "H", "H", "H", "H", "H", "H"], "coordinates": [[0.334, -2.492, -1.494], [1.058, -2.020, -0.247], [-0.064, -0.971, 0.713], [0.120, -1.696, -2.214], [-0.658, -2.909, -1.295], [0.840, -3.313, -2.009], [1.979, -1.485, -0.476], [1.341, -2.915, 0.313], [-0.908, 1.946, 0.453], [-1.951, 2.185, -0.330], [1.037, 0.898, 0.600], [0.463, 2.087, 0.018], [-1.073, 1.773, 1.508], [-1.792, 2.468, -1.367], [-2.951, 2.073, 0.054], [1.884, 0.551, 0.008], [1.288, 1.084, 1.637], [0.434, 2.121, -0.995]], "forces_ev_per_a": [[-0.511, -0.356, -0.889], [-0.370, -0.424, -0.299], [1.322, 2.396, 0.032], [0.345, 0.068, 0.114], [0.089, 0.103, 0.496], [0.365, 0.205, -0.028], [-0.045, 0.012, -0.041], [-0.023, 0.270, 0.321], [-0.524, 2.040, -0.531], [0.429, -0.122, 0.010], [0.600, -1.555, -0.813], [-2.024, -1.839, 1.284], [0.358, -0.285, 0.031], [-0.238, -0.115, 0.001], [-0.139, 0.105, -0.058], [0.079, 0.039, 0.332], [-0.106, -0.205, 0.052], [0.392, -0.336, -0.014]], "lowdin_charge": [-0.21, -0.62, 0.75, 0.07, 0.06, 0.07, 0.05, 0.06, -0.31, 0.00, -0.30, -0.06, 0.11, 0.06, 0.05, 0.06, 0.07, 0.11]}


No. 2
{"formula": "C42H40FFeN12O3S", "method": "ωB97M-V/def2-TZVPD", "homo_lumo_gap_ev": [5.2, 5.2], "homo_energy_ev": [-8.38, -8.38], "fmax_ev_per_a": 1.85, "total_charge": 1, "e_tot_ev": -116161.67568, "species": ["Fe", "C", "C", "C", "C", "C", "C", "N", "N", "C", "C", "C", "C", "C", "C", "H", "H", "H", "H", "H", "H", "H", "H", "H", "F", "C", "C", "C", "C", "O", "C", "C", "N", "C", "C", "C", "C", "C", "C", "N", "C", "C", "N", "C", "C", "C", "O", "O", "H", "H", "H", "H", "H", "H", "H", "H", "H", "H", "H", "H", "H", "H", "H", "H", "H", "H", "N", "C", "N", "C", "N", "N", "C", "N", "C", "C", "C", "C", "C", "N", "H", "H", "H", "H", "H", "H", "H", "H", "S", "C", "N", "C", "C", "C", "C", "H", "H", "H", "H", "H"], "coordinates": [[1.608, 1.536, 0.110], [2.815, -3.600, 2.325], [2.237, -2.901, 3.379], [1.731, -1.628, 3.178], [1.801, -1.050, 1.912], [2.389, -1.735, 0.859], [2.892, -3.012, 1.071], [1.288, 0.275, 1.661], [0.486, 0.679, 2.540], [0.059, 2.005, 2.358], [-0.844, 2.508, 3.298], [-1.332, 3.788, 3.129], [-0.909, 4.531, 2.026], [-0.004, 4.010, 1.109], [0.530, 2.727, 1.249], [3.201, -4.599, 2.483], [2.182, -3.350, 4.363], [1.275, -1.077, 3.988], [2.446, -1.266, -0.113], [3.342, -3.547, 0.244], [-1.145, 1.890, 4.136], [-2.033, 4.209, 3.838], [-1.297, 5.534, 1.883], [0.285, 4.636, 0.268], [-4.821, 0.151, 1.338], [-4.088, -0.398, 0.340], [-2.827, 0.061, 0.102], [-2.089, -0.455, -0.964], [-0.713, 0.035, -1.147], [-0.318, 0.970, -0.438], [0.040, -0.620, -2.168], [-0.593, -1.499, -2.979], [-1.904, -1.870, -2.897], [-2.415, -2.585, -4.055], [-3.826, -2.524, -4.544], [-3.254, -3.825, -4.022], [-2.647, -1.424, -1.811], [-3.915, -1.931, -1.485], [-4.642, -1.431, -0.422], [-5.916, -2.014, -0.145], [-6.418, -1.984, 1.217], [-7.448, -3.088, 1.378], [-8.557, -2.838, 0.390], [-8.026, -2.815, -1.019], [-6.965, -1.734, -1.108], [1.533, -0.371, -2.400], [2.010, -0.831, -3.436], [2.126, 0.240, -1.469], [-2.382, 0.832, 0.722], [-0.010, -1.947, -3.775], [-1.668, -2.566, -4.833], [-3.969, -2.422, -5.611], [-4.559, -1.993, -3.957], [-3.012, -4.594, -4.742], [-3.588, -4.217, -3.073], [-4.346, -2.757, -2.026], [-6.876, -1.020, 1.482], [-5.603, -2.163, 1.915], [-7.877, -3.101, 2.378], [-7.018, -4.060, 1.147], [-8.964, -1.921, 0.595], [-9.297, -3.533, 0.487], [-8.856, -2.637, -1.700], [-7.590, -3.793, -1.213], [-7.427, -0.746, -0.935], [-6.553, -1.732, -2.114], [3.645, 1.686, 3.021], [3.811, 2.737, 2.204], [4.688, 3.659, 2.593], [4.879, 4.659, 1.740], [5.744, 5.627, 2.093], [4.264, 4.792, 0.552], [3.404, 3.830, 0.280], [3.112, 2.782, 1.049], [2.684, 3.917, -1.018], [2.926, 4.953, -1.905], [2.225, 4.984, -3.098], [1.314, 3.973, -3.359], [1.135, 2.975, -2.418], [1.797, 2.946, -1.265], [4.044, 1.761, 3.940], [2.889, 1.050, 2.856], [6.281, 5.516, 2.932], [5.972, 6.342, 1.428], [3.653, 5.704, -1.635], [2.390, 5.778, -3.814], [0.746, 3.952, -4.278], [0.425, 2.175, -2.580], [4.749, 0.626, -0.174], [5.802, -0.579, 0.256], [6.609, -1.168, -0.690], [7.498, -2.166, -0.449], [7.640, -2.674, 0.797], [6.830, -2.127, 1.830], [5.952, -1.125, 1.574], [6.491, -0.808, -1.627], [8.066, -2.511, -1.301], [8.347, -3.465, 0.990], [6.921, -2.518, 2.836], [5.331, -0.697, 2.348]], "forces_ev_per_a": [[-1.200, 1.235, 0.685], [-0.023, 0.010, -0.010], [0.027, 0.000, -0.008], [-0.011, 0.024, 0.041], [-0.137, 0.017, -0.067], [0.004, -0.022, -0.043], [-0.031, -0.016, 0.008], [-0.045, -0.073, 0.026], [0.078, 0.139, 0.071], [-0.056, -0.059, -0.011], [-0.023, -0.032, 0.020], [-0.005, -0.003, 0.007], [0.004, 0.003, -0.003], [0.143, 0.048, 0.076], [-0.216, -0.583, 0.024], [0.030, 0.012, 0.010], [0.004, 0.001, 0.001], [0.008, -0.008, 0.011], [0.062, 0.041, 0.031], [0.017, 0.005, 0.005], [-0.008, -0.003, -0.008], [0.009, 0.012, 0.001], [0.000, -0.001, 0.002], [-0.006, -0.013, -0.010], [-0.008, -0.006, -0.001], [-0.024, -0.021, -0.024], [0.023, -0.007, 0.030], [0.042, 0.040, -0.005], [-0.049, 0.063, -0.132], [0.118, -0.230, -0.148], [0.084, -0.070, 0.100], [-0.039, 0.039, -0.019], [0.074, -0.071, 0.054], [-0.032, -0.106, 0.036], [-0.029, 0.046, -0.056], [0.000, -0.078, 0.003], [-0.075, 0.038, -0.056], [0.000, 0.023, -0.018], [0.026, 0.003, 0.033], [-0.032, 0.097, -0.042], [0.013, -0.102, -0.090], [0.132, 0.045, 0.111], [0.106, -0.053, -0.020], [0.049, 0.080, -0.149], [0.038, -0.029, 0.106], [-0.079, -0.120, 0.118], [-0.012, 0.010, -0.011], [0.274, 0.033, -0.097], [0.001, 0.008, -0.013], [-0.021, 0.083, -0.060], [0.019, 0.016, 0.019], [0.025, 0.003, -0.002], [0.009, -0.032, 0.041], [0.018, 0.009, -0.002], [-0.012, 0.062, 0.022], [0.008, -0.008, -0.001], [0.027, 0.008, 0.025], [-0.020, 0.003, 0.027], [-0.058, 0.026, -0.024], [-0.065, -0.020, -0.037], [-0.095, -0.044, 0.013], [-0.004, 0.004, 0.005], [-0.043, 0.025, 0.059], [-0.046, -0.030, 0.041], [0.008, 0.012, -0.041], [-0.021, 0.000, -0.010], [-0.107, 0.139, 0.078], [0.085, -0.090, -0.003], [-0.039, 0.025, 0.010], [-0.037, -0.004, -0.016], [0.002, -0.012, 0.000], [-0.015, 0.032, 0.051], [-0.031, 0.015, -0.072], [0.425, -0.306, -0.676], [0.031, -0.008, 0.072], [-0.013, 0.026, 0.000], [0.026, -0.025, 0.033], [-0.012, 0.018, 0.008], [-0.106, 0.021, -0.006], [0.226, 0.011, -0.026], [0.018, -0.029, -0.010], [0.023, -0.063, -0.035], [0.012, 0.005, -0.007], [0.003, 0.002, 0.002], [0.002, 0.006, -0.025], [0.007, 0.000, 0.003], [0.003, -0.016, -0.001], [0.035, -0.034, -0.002], [0.499, -0.154, -0.020], [0.035, -0.010, 0.019], [0.010, -0.013, 0.012], [0.005, -0.015, -0.003], [-0.012, 0.002, 0.041], [0.023, -0.015, -0.023], [-0.036, -0.010, -0.020], [0.010, 0.009, 0.002], [-0.017, 0.006, -0.014], [0.005, 0.001, -0.015], [-0.009, 0.006, 0.003], [-0.006, -0.003, -0.005]], "lowdin_charge": [0.42, -0.09, -0.09, -0.04, -0.23, -0.03, -0.07, -0.02, 0.10, -0.29, -0.04, -0.11, -0.09, -0.09, -0.12, 0.10, 0.10, 0.10, 0.08, 0.11, 0.10, 0.09, 0.10, 0.09, 0.06, -0.19, 0.10, -0.03, -0.26, 0.00, -0.02, 0.04, 0.03, -0.22, -0.08, -0.08, -0.10, 0.06, -0.15, -0.09, -0.15, -0.08, 0.06, -0.08, -0.14, -0.63, 0.02, -0.15, 0.14, 0.14, 0.15, 0.11, 0.08, 0.11, 0.09, 0.10, 0.13, 0.15, 0.14, 0.14, 0.18, 0.18, 0.14, 0.14, 0.14, 0.13, 0.21, -0.44, 0.19, -0.44, 0.17, 0.19, -0.28, 0.08, -0.17, 0.01, -0.04, -0.03, -0.06, 0.06, 0.11, 0.06, 0.10, 0.10, 0.11, 0.11, 0.11, 0.12, 0.78, -0.75, 0.04, -0.09, -0.08, -0.06, -0.10, 0.14, 0.12, 0.10, 0.11, 0.09]}